Entry 1:
DFT (ωB97M-V/def2-TZVPD) results for 2 unconnected molecules or ions with the total composition C4H10NO2 at a distorted geometry.

```
17
C4H10NO2, DFT ωB97M-V/def2-TZVPD
O -0.671 -0.121 -1.705
C 0.126 -0.883 -1.072
C 1.031 -0.497 -0.121
C 1.164 0.862 0.340
C 1.408 1.176 1.868
O -0.007 1.643 -0.006
N -2.379 -2.017 0.406
H 0.115 -1.924 -1.383
H 1.815 -1.185 0.202
H 1.967 1.337 -0.275
H 1.975 2.167 1.794
H 0.365 1.498 2.001
H 1.871 0.493 2.584
H -0.516 1.231 -0.726
H -1.991 -1.095 0.003
H -3.270 -1.896 0.964
H -2.620 -2.627 -0.409
```

Properties
lowest unoccupied orbital energy = -9.10 eV
relative energy (zero: lowest compared OMol25 entry of this formula, charge and spin) = 6.463 eV
total charge = +1
Kohn-Sham gap = 0.1809 Ha

Entry 2:
DFT (ωB97M-V/def2-TZVPD) results for C3H8Se in the gas phase at a distorted geometry.

```
12
C3H8Se, DFT ωB97M-V/def2-TZVPD
C 1.640 -0.937 0.778
C -1.749 -0.062 -2.020
C 0.597 0.062 0.427
Se 0.317 0.252 -1.853
H 1.804 -1.480 -0.193
H 2.564 -0.437 1.022
H 1.264 -1.506 1.687
H -2.191 -0.495 -1.131
H -2.284 0.865 -2.333
H -1.699 -0.783 -2.983
H 0.806 0.980 0.765
H -0.444 -0.304 0.528
```

Properties
lowest unoccupied orbital energy = 0.74 eV
structure (SMILES) = CC[Se]C
relative energy (zero: lowest compared OMol25 entry of this formula, charge and spin) = 0.881 eV
Kohn-Sham gap = 0.3304 Ha

Entry 3:
DFT (ωB97M-V/def2-TZVPD) results for 2 unconnected molecules or ions with the total composition C3H3N3O at a distorted geometry.

```
10
C3H3N3O, DFT ωB97M-V/def2-TZVPD
C -1.342 -0.771 0.169
C -1.020 0.473 0.213
C 1.814 -0.400 -0.184
N -1.597 -1.972 0.167
N -0.386 1.568 0.271
N 2.284 0.651 -0.467
O 1.444 -1.411 0.225
H -0.785 2.508 0.084
H -2.557 -2.175 0.502
H 2.143 1.530 -0.980
```

Properties
lowest unoccupied orbital energy = -0.91 eV
structure (SMILES) = N=C=C=N.N=C=O
relative energy (zero: lowest compared OMol25 entry of this formula, charge and spin) = 3.751 eV
Kohn-Sham gap = 0.2677 Ha

Entry 4:
DFT (ωB97M-V/def2-TZVPD) results for CH2N2O2S in the gas phase at a distorted geometry.

```
8
CH2N2O2S, DFT ωB97M-V/def2-TZVPD
C 0.452 0.388 0.373
N 1.150 0.434 -0.755
N -0.442 -0.575 0.530
O -0.479 -1.571 -0.181
O -1.542 -0.519 1.255
S -2.191 1.002 0.943
H 0.979 0.421 -1.791
H 2.073 0.420 -0.373
```

Properties
lowest unoccupied orbital energy (spin up / spin down) = -1.45 / -2.12 eV
relative energy (zero: lowest compared OMol25 entry of this formula, charge and spin) = 9.625 eV
Kohn-Sham gap (spin up / spin down) = 0.2902 / 0.2413 Ha

Entry 5:
DFT (ωB97M-V/def2-TZVPD) results for 6 unconnected molecules or ions with the total composition C26H26Cl3N5 at a distorted geometry.

```
60
C26H26Cl3N5, DFT ωB97M-V/def2-TZVPD
N 12.636 25.092 9.170
C 11.374 24.874 8.689
C 10.560 23.866 9.293
C 11.093 23.095 10.385
C 12.364 23.292 10.794
C 13.114 24.312 10.168
H 10.953 25.652 8.069
H 9.562 23.671 8.931
H 10.610 22.323 10.965
H 12.712 22.788 11.683
H 14.084 24.461 10.618
N 14.156 21.284 5.557
C 13.955 21.078 4.219
C 13.536 22.055 3.282
C 13.253 23.347 3.733
C 13.384 23.524 5.168
C 13.757 22.496 6.022
H 14.198 20.051 3.992
H 13.338 21.688 2.286
H 12.819 24.054 3.042
H 13.008 24.422 5.636
H 13.817 22.654 7.089
N 18.577 17.340 10.645
C 19.515 17.329 11.582
C 19.164 17.610 12.970
C 17.819 17.769 13.374
C 16.915 17.737 12.335
C 17.304 17.582 10.999
H 20.499 16.962 11.329
H 19.889 17.699 13.766
H 17.519 18.006 14.384
H 15.889 17.896 12.630
H 16.625 17.516 10.161
N 17.272 19.055 17.082
C 18.307 20.032 17.046
C 18.240 21.054 16.112
C 17.131 21.185 15.315
C 16.086 20.267 15.406
C 16.159 19.270 16.309
H 19.090 19.877 17.774
H 19.011 21.800 15.988
H 17.001 22.031 14.657
H 15.339 20.315 14.627
H 15.297 18.638 16.464
N 13.612 14.008 8.172
C 14.041 12.782 8.492
C 14.795 12.598 9.636
C 15.162 13.741 10.398
C 14.621 14.990 10.010
C 13.849 15.122 8.845
H 13.741 11.957 7.864
H 15.135 11.705 10.140
H 15.662 13.757 11.355
H 14.892 15.883 10.553
H 13.548 16.007 8.303
C 13.545 20.115 10.525
Cl 14.199 21.266 9.342
Cl 14.306 20.305 12.136
Cl 13.955 18.531 9.865
H 12.489 20.328 10.694
```

Properties
lowest unoccupied orbital energy (spin up / spin down) = -4.51 / -9.18 eV
total charge = +1
spin multiplicity = 2
Kohn-Sham gap (spin up / spin down) = 0.2392 / 0.0555 Ha

Entry 6:
DFT (ωB97M-V/def2-TZVPD) results for 2 unconnected molecules or ions with the total composition C2H10NSi at a distorted geometry.

```
14
C2H10NSi, DFT ωB97M-V/def2-TZVPD
C 0.637 1.444 0.178
C 0.566 -0.069 -0.047
N 1.196 -0.807 1.171
Si -2.246 -0.473 -1.336
H 1.596 1.743 0.574
H 0.538 1.860 -0.773
H -0.157 1.909 0.868
H 1.180 -0.362 -0.870
H 1.030 -1.775 1.004
H 0.662 -0.554 2.017
H 2.233 -0.546 1.264
H -3.654 -1.112 -1.239
H -1.097 -1.368 -1.709
H -1.990 0.773 -0.671
```

Properties
lowest unoccupied orbital energy (spin up / spin down) = -4.86 / -5.62 eV
relative energy (zero: lowest compared OMol25 entry of this formula, charge and spin) = 6.037 eV
total charge = +1
Kohn-Sham gap (spin up / spin down) = 0.3078 / 0.2109 Ha

| no. | E (Ha) |
| --- | --- |
| 1 | -363.198138 |
| 2 | -2520.453365 |
| 3 | -355.502035 |
| 4 | -697.197225 |
| 5 | -2660.225116 |
| 6 | -426.011794 |